1.
Density functional theory data (the ωB97M-V functional and the def2-TZVPD basis) for a single C25H30FN7O2 molecule at a distorted geometry.

Results
total energy = -43655.34807 eV
HOMO = -9.15 eV
gap between HOMO and LUMO = 9.4 eV
SMILES = CC(C)(C)N(C(=O)Cn1nnc(-c2ccc(F)cc2)n1)[C@@H](C(=O)NC1CCCC1)c1ccncc1

Structure (ORCA input):
```
! wB97M-V def2-TZVPD RIJCOSX def2/J DEFGRID3
* xyz 0 1
C -3.2500 -2.9023 1.4314
C -3.2350 -1.4221 1.0300
C -4.6308 -0.9642 0.5964
C -2.8240 -0.6169 2.2626
N -2.2878 -1.2252 -0.1119
C -2.4987 -1.9506 -1.2316
O -3.4288 -2.7114 -1.3935
C -1.5009 -1.8403 -2.4327
N -0.1561 -2.2129 -2.1240
N 0.2535 -3.4472 -1.9823
N 1.4755 -3.4076 -1.5947
C 1.8150 -2.1054 -1.4954
C 3.0683 -1.6117 -0.9716
C 3.2784 -0.2402 -0.8438
C 4.4418 0.2347 -0.2742
C 5.3864 -0.6781 0.1638
F 6.5217 -0.2177 0.7214
C 5.2022 -2.0449 0.0435
C 4.0348 -2.5109 -0.5267
N 0.7899 -1.3326 -1.8481
C -1.2279 -0.2330 -0.0524
C -1.7119 1.2349 -0.0809
O -2.8317 1.6116 0.1794
N -0.7402 2.0579 -0.5227
C -0.8998 3.4913 -0.6577
C -0.0620 4.2493 0.3759
C 1.3619 4.1772 -0.1807
C 1.2003 4.1423 -1.7129
C -0.3042 3.9680 -1.9842
C -0.1688 -0.5520 0.9905
C 0.5136 0.4165 1.7170
C 1.5740 0.0259 2.5211
N 1.9848 -1.2229 2.6389
C 1.3196 -2.1509 1.9737
C 0.2452 -1.8731 1.1460
H -3.5809 -3.5303 0.6113
H -3.9375 -3.0356 2.2620
H -2.2617 -3.2253 1.7517
H -4.5994 0.0848 0.3152
H -4.9845 -1.5525 -0.2439
H -5.3267 -1.0859 1.4216
H -3.5715 -0.7866 3.0337
H -1.8644 -0.9364 2.6595
H -2.8033 0.4472 2.0580
H -1.5079 -0.8368 -2.8636
H -1.8869 -2.5538 -3.1653
H 2.5217 0.4428 -1.1980
H 4.6269 1.2916 -0.1630
H 5.9638 -2.7204 0.3987
H 3.8505 -3.5683 -0.6308
H -0.6705 -0.3001 -0.9910
H 0.1786 1.6929 -0.7184
H -1.9691 3.6921 -0.5652
H -0.4036 5.2834 0.4139
H -0.1495 3.8257 1.3753
H 1.8591 3.2723 0.1740
H 1.9606 5.0261 0.1442
H 1.5659 5.0618 -2.1670
H 1.7731 3.3206 -2.1435
H -0.7557 4.9227 -2.2508
H -0.5028 3.2645 -2.7914
H 0.2263 1.4543 1.6770
H 2.1284 0.7566 3.0950
H 1.6725 -3.1655 2.0987
H -0.2597 -2.6771 0.6323
*
```

Here are the Mulliken charges for atoms 1 to 5, given in e: -1.570 1.361 -1.634 -1.581 1.195

2.
Density functional theory data (the ωB97M-V functional and the def2-TZVPD basis) for a 2-piece molecular cluster, C25H30N3 overall at a distorted geometry.

Results
total energy = -30874.47065 eV
energy above the lowest of the compared OMol25 structures with the same formula, charge and spin = 29.7 kcal per mole
HOMO = -10.41 eV
gap between HOMO and LUMO = 5.6 eV

Structure (ORCA input):
```
! wB97M-V def2-TZVPD RIJCOSX def2/J DEFGRID3
* xyz 1 1
C -0.4741 4.4893 -0.5955
C -1.4303 4.0836 0.5393
C -1.1354 2.6623 1.0892
C -1.8495 1.5302 0.3694
N -2.2731 0.5228 1.0934
C -2.9511 -0.5202 0.3352
C -3.6841 0.0453 -0.8505
C -2.5833 0.5788 -1.7474
N -1.8773 1.6145 -1.0022
C -0.7299 2.2062 -1.7196
C -0.7187 3.7241 -1.8854
H -0.5604 5.5623 -0.8049
H 0.5680 4.3332 -0.2849
H -1.2989 4.8130 1.3586
H -2.4743 4.1578 0.1879
H -0.0428 2.4864 1.0597
H -1.4080 2.6161 2.1557
H -2.2294 -1.2841 -0.0070
H -3.6297 -1.0448 0.9951
H -4.2940 -0.7065 -1.3633
H -4.3696 0.8425 -0.5354
H -1.8610 -0.2344 -1.9672
H -2.9589 0.9576 -2.7107
H 0.1995 1.8757 -1.2273
H -0.7296 1.7431 -2.7119
H -1.6343 4.0719 -2.3730
H 0.0773 3.9449 -2.6021
C -5.6244 -6.0319 3.4236
N -4.9994 -4.7452 3.1521
C -3.7189 -4.4077 3.4680
C -3.4918 -3.0152 3.1888
C -2.2417 -2.4383 3.5203
C -1.5277 -1.1968 3.7136
C -0.7089 -0.7661 2.6268
C 0.2816 0.2000 2.7956
C 0.4784 0.7824 4.0561
C -0.3309 0.3883 5.1457
C -1.2803 -0.6280 5.0045
C -4.7776 -2.5327 2.6664
C -5.2480 -1.2813 2.3042
C -6.5713 -1.1573 1.8524
C -7.4134 -2.2739 1.7566
C -6.9595 -3.5549 2.1070
C -5.6626 -3.6392 2.6005
H -6.5214 -6.0975 2.8027
H -4.9386 -6.8550 3.1738
H -5.9156 -6.1152 4.4840
H -3.0090 -5.1283 3.8871
H -1.6711 -3.2782 3.9920
H -0.8391 -1.2527 1.6508
H 0.9333 0.4781 1.9446
H 1.2737 1.5312 4.1629
H -0.1776 0.8430 6.1290
H -1.8120 -1.0201 5.8825
H -4.5682 -0.4239 2.3540
H -6.9418 -0.1754 1.5634
H -8.4379 -2.1532 1.4288
H -7.5818 -4.4471 2.0420
*
```

Here are the Mulliken charges for atoms 1 to 5, given in e: -0.643 -0.875 -0.425 0.023 0.005

3.
Density functional theory data (the ωB97M-V functional and the def2-TZVPD basis) for a single C25H30N4O2 molecule.

Results
total energy = -36467.34390 eV
energy above the lowest of the compared OMol25 structures with the same formula, charge and spin = 52.2 kcal per mole
HOMO = -8.24 eV
gap between HOMO and LUMO = 8.9 eV
SMILES = Cc1ccccc1CN1CCC(n2nccc2NC(=O)CCOc2ccccc2)CC1

Structure (ORCA input):
```
! wB97M-V def2-TZVPD RIJCOSX def2/J DEFGRID3
* xyz 0 1
C 2.1132 -5.7891 1.7838
C 3.1519 -4.7466 1.4919
C 4.4312 -5.1366 1.1155
C 5.4189 -4.2057 0.8508
C 5.1358 -2.8566 0.9698
C 3.8672 -2.4550 1.3432
C 2.8656 -3.3836 1.5958
C 1.5010 -2.8963 2.0146
N 1.2370 -1.5561 1.5260
C 0.1359 -0.9112 2.2137
C 0.0995 0.5605 1.8213
C -0.1095 0.7320 0.3129
N -1.4811 0.4368 -0.0544
N -1.8243 -0.8064 -0.3908
C -3.1181 -0.8041 -0.6336
C -3.6488 0.4704 -0.4455
C -2.5645 1.2471 -0.0645
N -2.6888 2.6156 0.1816
C -1.8632 3.6081 0.6136
O -0.7380 3.4690 1.0382
C -2.5190 4.9768 0.4866
C -2.3692 5.5210 -0.9484
O -2.9437 4.6690 -1.9120
C -2.2269 3.6223 -2.4377
C -2.9833 2.6997 -3.1614
C -2.3849 1.5932 -3.7268
C -1.0217 1.3904 -3.5863
C -0.2677 2.3123 -2.8851
C -0.8582 3.4248 -2.3083
C 0.8849 -0.1447 -0.4496
C 0.9777 -1.5673 0.0955
H 1.2888 -5.7221 1.0737
H 2.5430 -6.7854 1.7140
H 1.7050 -5.6570 2.7850
H 4.6565 -6.1907 1.0304
H 6.4057 -4.5337 0.5581
H 5.9018 -2.1202 0.7747
H 3.6285 -1.4076 1.4433
H 1.4695 -2.8713 3.1105
H 0.7221 -3.6026 1.6789
H 0.2989 -0.9925 3.2920
H -0.8310 -1.3883 1.9720
H 1.0519 1.0210 2.0824
H -0.6893 1.0819 2.3649
H 0.0669 1.7767 0.0517
H -3.6166 -1.7049 -0.9309
H -4.6629 0.7920 -0.5683
H -3.6021 2.9301 -0.1204
H -2.0190 5.6643 1.1684
H -3.5780 4.9214 0.7430
H -2.9257 6.4595 -1.0312
H -1.3168 5.7258 -1.1634
H -4.0436 2.8733 -3.2615
H -2.9862 0.8823 -4.2729
H -0.5534 0.5208 -4.0208
H 0.7970 2.1706 -2.7746
H -0.2371 4.1109 -1.7540
H 0.6042 -0.1846 -1.5021
H 1.8647 0.3276 -0.3645
H 1.8054 -2.0837 -0.3974
H 0.0427 -2.1028 -0.1317
*
```

Here are the Mulliken charges for atoms 1 to 5, given in e: -1.472 0.684 -0.693 -0.674 -0.669

4.
Density functional theory data (the ωB97M-V functional and the def2-TZVPD basis) for a 6-piece molecular cluster, C25H30N6 overall at a distorted geometry.

Results
total energy = -35348.68230 eV
energy above the lowest of the compared OMol25 structures with the same formula, charge and spin = 54.9 kcal per mole
HOMO = -7.95 eV
gap between HOMO and LUMO = 8.7 eV
SMILES = c1cc[nH]c1.c1cc[nH]c1.c1cc[nH]c1.c1cc[nH]c1.c1cc[nH]c1.c1ccncc1

Structure (ORCA input):
```
! wB97M-V def2-TZVPD RIJCOSX def2/J DEFGRID3
* xyz 0 1
C -2.0115 -2.0321 7.4186
C -2.2467 -0.6822 7.5984
C -3.5868 -0.5451 7.8588
N -4.1372 -1.7752 7.9414
C -3.1541 -2.7139 7.6579
H -1.0261 -2.3940 7.1651
H -1.5168 0.0974 7.4376
H -4.1552 0.3458 8.0818
H -5.0973 -2.0191 8.1381
H -3.3569 -3.7702 7.7560
C -1.8279 7.7531 3.7112
C -2.3923 8.9787 3.2401
C -1.4820 9.4226 2.2403
N -0.4064 8.5425 2.2492
C -0.6722 7.4560 3.0289
H -2.2586 7.1808 4.5195
H -3.3664 9.3415 3.5333
H -1.5134 10.2636 1.5635
H 0.4339 8.6605 1.7014
H 0.0460 6.6716 3.2167
C -8.3137 -4.6289 -6.3098
C -7.7571 -4.1761 -5.1414
C -6.3958 -4.3304 -5.3207
N -6.1614 -4.6633 -6.5762
C -7.3391 -5.0017 -7.1605
H -9.3686 -4.7508 -6.5063
H -8.2292 -3.7866 -4.2516
H -5.5292 -4.2431 -4.6822
H -5.2712 -4.9484 -6.9588
H -7.3602 -5.4099 -8.1602
C 4.2946 0.9199 -8.9173
C 4.6060 -0.3600 -9.4588
C 5.8164 -0.8184 -8.9175
N 6.2111 0.1364 -8.0098
C 5.2737 1.1625 -7.9995
H 3.4349 1.5270 -9.1597
H 3.9716 -0.9156 -10.1335
H 6.4468 -1.6891 -9.0213
H 7.0366 0.0926 -7.4295
H 5.3773 1.9732 -7.2936
C 7.1063 -3.1893 6.2379
C 6.8566 -4.0834 5.1893
C 5.8213 -3.4469 4.4501
N 5.5111 -2.2347 5.0035
C 6.1616 -2.1485 6.2025
H 7.8521 -3.4367 6.9788
H 7.3593 -5.0041 4.9322
H 5.3112 -3.6242 3.5148
H 4.8776 -1.5693 4.5839
H 5.9852 -1.2955 6.8410
C -0.6867 0.3650 -2.0608
C -1.2791 0.6295 -0.8180
C -0.3549 0.7554 0.2640
N 0.9774 0.5369 0.1622
C 1.4611 0.3075 -1.1137
C 0.6642 0.3186 -2.2337
H -1.3034 0.2789 -2.9432
H -2.3549 0.6340 -0.7220
H -0.6598 0.8784 1.2927
H 2.5350 0.3232 -1.2274
H 1.1431 0.1338 -3.1839
*
```

Here are the Mulliken charges for atoms 1 to 5, given in e: -0.266 -0.360 -0.444 -0.001 -0.570

5.
Density functional theory data (the ωB97M-V functional and the def2-TZVPD basis) for C25H31BFIN5O3RbS3 as an isolated structure at a distorted geometry.

Results
total energy = -84680.90376 eV
energy above the lowest of the compared OMol25 structures with the same formula, charge and spin = 33.9 kcal per mole
HOMO = -1.16 eV
gap between HOMO and LUMO = 4.4 eV

Structure (ORCA input):
```
! wB97M-V def2-TZVPD RIJCOSX def2/J DEFGRID3
* xyz -2 1
Rb 0.5608 0.3574 -1.3085
C -2.8612 0.6524 5.7079
C -2.2397 -0.7222 5.5038
C -1.2688 -1.0378 6.6366
C -0.7333 -2.4485 6.4836
C -0.1260 -2.6234 5.1204
C 0.8742 -3.5458 4.9033
C 1.4247 -3.6990 3.6361
F 2.4069 -4.6189 3.4848
C 1.0057 -2.9557 2.5726
C -0.0040 -2.0039 2.7724
C -0.4408 -1.2184 1.6006
O -0.0475 -1.5105 0.4704
C -1.3388 -0.1320 1.9108
C -1.8630 -0.0541 3.1530
N -1.5388 -0.8507 4.2186
C -0.5675 -1.8233 4.0428
C -1.6574 1.0185 0.9427
O -2.8486 1.2424 0.7054
O -0.6228 1.6116 0.5566
H -3.2178 0.7169 6.7367
H -3.7112 0.8377 5.0542
H -2.1260 1.4427 5.5495
H -3.0425 -1.4728 5.5257
H -1.7869 -0.9191 7.5903
H -0.4516 -0.3111 6.6088
H -1.5587 -3.1579 6.6135
H 0.0050 -2.6814 7.2532
H 1.2475 -4.1557 5.7167
H 1.4321 -3.0636 1.5842
H -2.5953 0.7157 3.3403
C -2.2742 -1.5292 -3.8711
N -1.7245 -0.6990 -4.9169
C -0.5809 -0.9740 -5.6507
C -0.2971 0.1530 -6.3410
N -1.2656 1.0934 -6.0736
B -1.1784 2.5765 -6.5336
N -1.0608 3.4609 -5.2479
C -1.9966 4.4114 -4.9164
C -1.6626 4.9598 -3.7292
N -0.5038 4.3269 -3.3231
C 0.1949 4.5859 -2.0870
C -0.1480 3.3996 -4.2539
S 1.1932 2.3589 -4.1264
C -2.1445 0.5695 -5.1953
S -3.5136 1.3107 -4.5253
H -2.6961 -2.4640 -4.2451
H -3.0495 -0.9398 -3.3850
H -1.4556 -1.7675 -3.1831
H -0.0497 -1.9039 -5.5546
H 0.5341 0.3938 -6.9773
H -0.2061 2.6534 -7.2475
H -2.1858 2.9491 -7.0893
H -2.8480 4.5687 -5.5521
H -2.1478 5.6987 -3.1177
H 0.4017 5.6530 -1.9919
H 1.1312 4.0323 -2.1153
H -0.4027 4.2521 -1.2343
I 6.8931 -1.7297 -3.0505
C 4.7525 -1.2849 -2.4816
H 4.2704 -2.1462 -2.9792
H 4.5556 -0.4345 -3.1518
C 3.4756 -0.2678 1.6385
S 4.0162 -0.6311 -0.0607
C 4.7804 -2.1908 0.4067
H 2.9005 -1.0824 2.0810
H 2.8382 0.6181 1.6029
H 4.3222 -0.0482 2.2958
H 5.6466 -2.0185 1.0506
H 5.1055 -2.6815 -0.5039
H 4.0714 -2.8221 0.9493
*
```

Here are the Mulliken charges for atoms 1 to 5, given in e: 0.817 -1.912 0.625 -0.939 -1.127

6.
Density functional theory data (the ωB97M-V functional and the def2-TZVPD basis) for C25H31BMoNO2PS as an isolated structure at a distorted geometry.

Results
<S²> = 2.04
total energy = -54655.33016 eV
HOMO (spin up / spin down) = -13.95 / -13.99 eV
gap between HOMO and LUMO (spin up / spin down) = 5.8 / 6.1 eV

Structure (ORCA input):
```
! wB97M-V def2-TZVPD RIJCOSX def2/J DEFGRID3
* xyz 2 3
Mo 0.1415 0.2234 0.3696
S -0.2064 0.7038 2.7010
C -0.4135 2.2902 1.9990
C -0.5794 3.4891 2.6721
C -0.6892 4.6461 1.9155
C -0.6575 4.5624 0.5252
C -0.4916 3.3277 -0.0746
N -0.3388 2.2106 0.6494
H -0.6058 3.5074 3.7507
H -0.8016 5.6015 2.4060
H -0.7649 5.4452 -0.0831
H -0.4655 3.2216 -1.1527
C 2.0706 -0.6768 -2.7032
C 2.8803 0.3225 -1.8807
C 2.3318 1.7347 -2.1070
C 4.3663 0.2657 -2.2038
P 2.5192 0.0398 -0.0572
C 3.6420 1.0826 0.9036
C 4.9843 0.7691 1.1205
C 5.7566 1.5892 1.9234
C 5.2082 2.7197 2.5096
C 3.8820 3.0453 2.2783
C 3.1010 2.2306 1.4806
C 2.6404 -1.7432 0.5762
C 2.7829 -1.6442 2.0967
C 3.7420 -2.6201 -0.0044
C 1.2470 -2.3045 0.2448
H 2.1152 -0.4055 -3.7559
H 1.0111 -0.6657 -2.3957
H 2.4682 -1.6852 -2.6182
H 2.5560 2.0657 -3.1191
H 2.7853 2.4536 -1.4219
H 1.2391 1.7396 -1.9776
H 4.5184 0.4499 -3.2662
H 4.7933 -0.7063 -1.9712
H 4.9137 1.0296 -1.6537
H 5.4266 -0.1032 0.6650
H 6.7926 1.3441 2.0966
H 5.8161 3.3499 3.1376
H 3.4539 3.9301 2.7207
H 2.0633 2.4867 1.2899
H 3.7539 -1.2476 2.3804
H 2.6927 -2.6324 2.5436
H 2.0078 -1.0049 2.5364
H 4.7245 -2.2450 0.2666
H 3.6812 -2.6961 -1.0855
H 3.6573 -3.6253 0.4048
H 0.4345 -1.6223 0.6650
H 1.1080 -3.2783 0.7213
H 1.1057 -2.4486 -0.8292
O -2.2878 -0.1290 0.5868
B -1.6491 -0.2422 -0.6595
O -2.5763 -0.3131 -1.6506
C -3.8075 -0.2209 -1.0584
C -5.0683 -0.2036 -1.6180
C -6.1360 -0.0727 -0.7397
C -5.9502 0.0281 0.6395
C -4.6880 0.0102 1.2092
C -3.6253 -0.1048 0.3328
H -5.2138 -0.2960 -2.6815
H -7.1418 -0.0563 -1.1297
H -6.8095 0.1203 1.2842
H -4.5434 0.0704 2.2770
*
```

Here are the Mulliken charges for atoms 1 to 5, given in e: -0.605 -0.241 0.679 -0.699 -0.242

7.
Density functional theory data (the ωB97M-V functional and the def2-TZVPD basis) for C25H31Cl8N5O2 as an isolated structure at a distorted geometry.

Results
total energy = -138130.82026 eV
HOMO = -8.35 eV
gap between HOMO and LUMO = 7.9 eV

Structure (ORCA input):
```
! wB97M-V def2-TZVPD RIJCOSX def2/J DEFGRID3
* xyz 0 1
N -20.6199 12.0093 2.7230
C -19.4643 12.7186 2.7750
C -18.3254 12.3078 2.1403
C -18.2342 11.0654 1.5303
C -19.4224 10.2746 1.4331
C -20.5736 10.8283 2.0499
H -19.5427 13.6696 3.2808
H -17.4936 12.9908 2.0506
H -17.2853 10.7293 1.1393
H -19.4945 9.2595 1.0714
H -21.5536 10.3785 1.9886
N -16.8115 6.5531 1.6419
C -17.4469 7.1674 0.6213
C -18.8238 6.7977 0.3128
C -19.4324 5.8514 1.1011
C -18.6726 5.2174 2.0027
C -17.4164 5.6152 2.3311
H -16.8660 7.9834 0.2175
H -19.4143 7.2908 -0.4451
H -20.4547 5.5034 1.1078
H -19.0350 4.3700 2.5658
H -16.7136 5.0554 2.9302
N -18.4158 11.5996 -4.0437
C -18.6756 10.6896 -5.0646
C -17.6488 9.9999 -5.7214
C -16.3443 10.1388 -5.2182
C -16.1413 10.9475 -4.0995
C -17.1796 11.6775 -3.5847
H -19.6884 10.8300 -5.4122
H -17.8988 9.4288 -6.6033
H -15.4937 9.7109 -5.7279
H -15.1651 11.1815 -3.7010
H -16.9395 12.4250 -2.8430
N -20.1792 9.5430 -3.7414
C -20.3665 9.0414 -4.9848
C -21.7120 8.7267 -5.3498
C -22.8034 9.1766 -4.6160
C -22.5425 9.9372 -3.5134
C -21.2410 10.0743 -3.0186
H -19.5489 8.5908 -5.5278
H -22.0317 8.1763 -6.2223
H -23.8072 9.0510 -4.9940
H -23.3524 10.4394 -3.0052
H -21.0315 10.5322 -2.0631
C -18.8011 9.5907 -1.8840
N -17.6313 9.9366 -1.0139
O -17.6936 9.6672 0.1873
O -16.6494 10.3888 -1.5898
H -18.6761 9.9785 -2.8949
H -19.7135 9.9895 -1.4406
H -18.8088 8.5010 -1.9100
C -19.7017 12.4159 -1.5764
Cl -21.2665 12.1013 -0.7566
Cl -18.3999 12.0851 -0.4192
H -19.4641 11.6844 -2.3487
H -19.6581 13.4363 -1.9572
C -15.5515 11.8928 0.0680
Cl -13.8370 11.9641 0.1075
Cl -16.3731 13.1665 1.0653
H -15.8466 11.9734 -0.9782
H -15.8707 10.9461 0.5039
C -14.9103 8.5344 -2.0628
Cl -13.5606 9.5933 -2.1117
Cl -15.2805 7.8954 -0.3784
H -15.7488 9.1241 -2.4332
H -14.7424 7.7034 -2.7479
C -21.1164 6.9466 -3.1219
Cl -20.0978 7.3611 -1.7990
Cl -22.0866 5.5511 -2.8023
H -21.7880 7.7797 -3.3296
H -20.5586 6.7884 -4.0449
*
```

Here are the Mulliken charges for atoms 1 to 5, given in e: -0.633 -0.575 0.521 -1.436 -0.286